No. 1
{"formula": "C4H9N4O2", "method": "the ωB97M-V functional and the def2-TZVPD basis", "symbols": ["C", "C", "C", "C", "N", "N", "N", "N", "O", "O", "H", "H", "H", "H", "H", "H", "H", "H", "H"], "positions_angstrom": [[0.9090, -0.3131, 0.3663], [-1.4350, -0.9990, 0.0673], [1.7388, -0.0723, -0.6402], [-1.3377, 1.3659, -0.3982], [-1.8959, 0.2589, -0.1766], [-0.1139, -1.2068, 0.3251], [-2.2061, -2.0913, -0.1107], [2.8405, 0.7373, -0.6188], [1.0411, 0.3024, 1.6876], [-1.7452, 2.5258, 0.0297], [1.5083, -0.4338, -1.6826], [-0.5747, 1.7116, -1.0942], [0.0546, -1.8036, 1.1169], [-3.1634, -1.9039, -0.2062], [-1.8593, -3.0067, 0.2707], [3.3713, 0.8062, -1.5455], [3.3205, 1.0586, 0.2429], [2.0123, 0.5877, 1.6599], [-2.4653, 2.4760, 0.7066]], "forces_ev_per_a": [[0.53, 2.72, 1.61], [0.42, 1.59, -1.98], [0.16, 0.26, -1.79], [0.82, 1.91, -1.22], [-0.45, -2.90, 1.26], [-1.10, -1.49, 1.22], [2.20, 0.14, 1.37], [1.49, 0.55, -1.33], [2.33, -0.62, -2.43], [-1.44, 0.22, 1.52], [0.15, -0.05, 1.50], [0.58, -1.45, -0.36], [-0.39, -1.19, 0.07], [-1.50, -0.16, -0.06], [-0.72, 1.39, -0.79], [-0.94, -0.04, 2.45], [-0.56, -0.43, -1.30], [-2.06, -0.36, 0.79], [0.49, -0.11, -0.54]], "mulliken_charge": [-0.3932, 0.4705, 0.3691, 0.3623, -0.4940, -0.2015, -0.3244, -0.4643, -0.5246, -0.4252, 0.3375, 0.3715, 0.3175, 0.2706, 0.2715, 0.2386, 0.1450, 0.3121, 0.3610], "gap_ev": 8.1, "charge": 1, "e_tot_ha": -527.0446, "smiles": "N/C=C(\\O)NC(=[NH2+])/N=C/O"}

No. 2
{"formula": "C26H28FNOP2Re", "method": "the ωB97M-V functional and the def2-TZVPD basis", "symbols": ["C", "C", "C", "C", "C", "C", "C", "C", "C", "C", "C", "C", "C", "H", "H", "H", "H", "H", "H", "H", "N", "Re", "C", "H", "H", "C", "H", "H", "P", "P", "C", "H", "H", "H", "C", "H", "H", "H", "C", "H", "H", "H", "C", "H", "H", "H", "C", "O", "H", "F", "C", "C", "C", "C", "C", "C", "H", "H", "H", "H"], "positions_angstrom": [[0.0729, 1.3658, -4.2695], [-0.0589, 1.3597, -2.8775], [-0.9270, 0.3621, -2.3113], [-1.4930, -0.6471, -3.0581], [-1.3092, -0.6319, -4.4678], [-0.4962, 0.3819, -5.0531], [-2.0429, -1.7385, -2.2089], [-3.0155, -1.1684, -1.2512], [-2.4602, -0.1523, -0.5019], [-3.1105, 0.4151, 0.6268], [-4.4215, -0.0022, 0.9029], [-4.9340, -1.0821, 0.2144], [-4.2710, -1.6674, -0.8670], [0.7180, 2.1304, -4.7270], [-1.7340, -1.3821, -5.1048], [-0.4037, 0.4353, -6.1426], [-2.5734, -2.4542, -2.8662], [-4.9344, 0.5077, 1.7058], [-5.9467, -1.3897, 0.4758], [-4.7539, -2.4554, -1.4193], [-1.1839, 0.3122, -0.9075], [0.2069, -0.6275, 0.1275], [0.7827, 2.1534, -1.9084], [0.1433, 2.7700, -1.2575], [1.5092, 2.8119, -2.4170], [-2.3180, 1.3600, 1.4435], [-2.0187, 2.2661, 0.8859], [-2.8103, 1.6753, 2.3718], [1.7147, 0.9368, -0.8176], [-0.6996, 0.4562, 1.9244], [-1.4739, -0.5341, 3.3058], [-0.7356, -1.2280, 3.7197], [-1.7912, 0.1686, 4.0870], [-2.3419, -1.1015, 2.9412], [0.1364, 1.8073, 2.8024], [-0.5163, 2.1153, 3.6247], [1.0840, 1.4221, 3.1857], [0.2988, 2.6336, 2.1047], [2.7805, 0.1693, -2.0900], [3.1518, 0.9193, -2.7956], [3.6247, -0.3235, -1.6085], [2.2146, -0.5814, -2.6483], [2.7736, 2.0126, 0.1730], [3.4079, 1.3966, 0.8105], [3.4040, 2.6307, -0.4720], [2.1640, 2.6610, 0.8057], [-0.6198, -2.2191, 0.8755], [-1.1796, -3.1903, 1.2512], [-1.1665, -1.9460, -1.3134], [5.6134, -1.0567, 3.4714], [4.4072, -1.1436, 2.8134], [4.3891, -1.4316, 1.4660], [3.1621, -1.4438, 0.7846], [1.9340, -1.0666, 1.4146], [2.0114, -0.9371, 2.8269], [3.2291, -0.9158, 3.5347], [5.3228, -1.6834, 0.9273], [3.1188, -1.7893, -0.2475], [1.1045, -0.8862, 3.4066], [3.2610, -0.7591, 4.5982]], "forces_ev_per_a": [[1.03, 0.79, 0.92], [0.01, -0.81, 0.34], [0.70, 0.93, 1.17], [0.54, -0.44, -2.31], [0.62, 0.71, 1.32], [-1.61, -0.63, 0.03], [-0.27, -0.20, 0.39], [-1.81, -0.90, 0.44], [0.80, 1.08, 0.31], [-0.53, -0.26, -0.25], [2.04, 0.61, 0.36], [-1.13, 0.14, -0.48], [0.98, 0.48, -0.33], [-0.36, -0.39, 0.20], [-0.15, -0.37, -0.07], [0.10, -0.18, 0.46], [1.10, -0.59, 0.84], [-0.27, -0.23, 0.03], [0.29, -0.22, -0.14], [0.07, -0.26, -0.05], [-2.50, 1.87, -2.24], [2.40, -1.36, 2.19], [-0.19, 0.14, 0.04], [0.22, -0.09, -0.14], [-0.34, -0.30, 0.18], [1.18, 0.27, -0.08], [-0.19, -0.34, 0.14], [0.11, -0.18, -0.23], [0.95, 2.08, -1.60], [-2.57, 1.37, 2.21], [0.67, -0.03, -0.43], [-0.38, 0.02, 0.05], [0.09, -0.18, -0.22], [0.29, 0.18, 0.02], [0.36, -0.40, -0.30], [0.15, 0.04, -0.15], [-0.05, 0.36, 0.04], [0.04, -0.03, 0.22], [0.12, -0.13, 0.14], [-0.07, -0.03, 0.17], [0.00, 0.10, -0.14], [0.04, 0.05, -0.01], [0.12, -0.07, 0.14], [0.03, 0.03, 0.04], [-0.09, -0.08, 0.02], [0.05, -0.05, -0.08], [-2.93, -5.31, 1.79], [2.45, 3.99, -1.38], [-1.76, -1.01, -3.15], [-1.59, -0.22, -0.88], [0.71, 0.62, 1.15], [0.13, -0.54, -0.97], [-0.60, 0.33, 0.53], [0.75, -0.69, 0.26], [0.76, 0.14, -0.33], [-0.22, -0.42, -1.20], [-0.64, 0.16, 0.51], [0.30, 0.21, 0.15], [0.04, 0.29, 0.15], [0.02, -0.04, 0.21]], "mulliken_charge": [-0.8797, -0.0024, 0.9673, 0.4649, -1.2330, -0.5898, 0.0892, 0.0279, 0.4975, 0.1320, -0.8343, -0.6425, -1.1738, 0.4584, 0.5148, 0.4371, 0.8373, 0.5091, 0.4313, 0.5286, 0.0355, 1.7964, -0.9530, 0.3189, 0.6583, -1.2105, 0.3966, 0.6007, 0.7370, 0.2462, -1.5648, 0.4184, 0.5310, 0.4077, -1.3645, 0.5568, 0.3716, 0.3575, -1.4520, 0.4603, 0.5154, 0.3751, -1.2029, 0.2562, 0.4931, 0.3152, -0.0893, -0.4147, -0.4107, -0.3100, 0.3614, -0.8485, -0.2157, 0.1400, 0.0107, -0.9637, 0.4205, 0.8552, 0.3253, 0.4994], "gap_ev": [6.6, 4.7], "charge": 2, "spin_multiplicity": 4, "e_tot_ha": -1997.7670}